C3H4NO | wB97M-V/def2-TZVPD

Geometry as XYZ:
```
9
Properties=species:S:1:pos:R:3
C -0.53 0.48 -0.03
C -1.59 -0.34 0.02
C 0.87 0.47 -0.40
N 0.08 1.66 0.21
O 1.81 -0.82 0.08
H -2.43 -0.04 0.72
H -1.37 -1.37 -0.02
H 2.01 -0.60 0.94
H 1.15 0.57 -1.51
```

Summary:
Charge = -1
ΔE to the lowest compared entry with this formula, charge and spin = 0.446 eV
Orbital gap = 0.2603 Eh
Multiplicity = 1

---

C3H4NO | wB97M-V/def2-TZVPD

Geometry as XYZ:
```
9
Properties=species:S:1:pos:R:3
C 0.15 -0.56 -0.20
C -1.02 -1.02 0.18
C 0.37 0.90 -0.25
N 1.56 -0.68 0.03
O 1.70 0.55 0.13
H -1.34 -2.04 0.64
H -1.77 -0.29 0.02
H 0.52 1.62 -1.09
H -0.16 1.52 0.54
```

Summary:
Charge = +1
ΔE to the lowest compared entry with this formula, charge and spin = 4.663 eV
Orbital gap = 0.3480 Eh
Multiplicity = 1

---

C3H4NO | wB97M-V/def2-TZVPD

Geometry as XYZ:
```
9
Properties=species:S:1:pos:R:3
C 2.39 0.10 0.01
C -1.87 -0.32 -0.34
C 1.12 -0.12 0.21
N -2.51 0.47 0.21
O 0.04 -0.53 0.33
H 2.94 0.50 0.89
H 2.59 -0.05 -0.99
H -1.57 -1.08 -1.14
H -3.13 1.03 0.81
```

Summary:
Charge = +1
ΔE to the lowest compared entry with this formula, charge and spin = 2.150 eV
Orbital gap = 0.3313 Eh
Multiplicity = 1

---

C3H4NO | wB97M-V/def2-TZVPD

Geometry as XYZ:
```
9
Properties=species:S:1:pos:R:3
C -1.05 -0.45 0.10
C 1.48 -0.36 -0.10
C -4.34 0.07 -0.44
N 0.06 -0.48 -0.13
O -3.73 -0.18 0.45
H 1.61 0.46 0.67
H 1.91 -0.05 -1.09
H 1.63 -1.34 0.41
H -5.03 0.27 -1.25
```

Summary:
Charge = +1
ΔE to the lowest compared entry with this formula, charge and spin = 2.922 eV
Orbital gap = 0.3041 Eh
Multiplicity = 1

---

C3H4NO2 | wB97M-V/def2-TZVPD

Geometry as XYZ:
```
10
Properties=species:S:1:pos:R:3
C 1.78 0.64 2.06
C -1.92 0.18 -0.54
C 0.31 -0.72 -1.21
N -0.80 -0.25 -0.80
O 2.59 1.14 2.66
O 0.94 0.17 1.38
H -2.06 -0.02 0.49
H -2.52 0.82 -1.19
H 1.32 -0.21 -1.11
H 0.36 -1.73 -1.72
```

Summary:
Charge = +1
ΔE to the lowest compared entry with this formula, charge and spin = 0.581 eV
Orbital gap = 0.4211 Eh
Multiplicity = 1

---

C3H4NO2 | wB97M-V/def2-TZVPD

Geometry as XYZ:
```
10
Properties=species:S:1:pos:R:3
O -2.50 -0.33 -1.04
N -1.67 0.07 -0.44
O -1.51 0.51 0.80
C -0.42 0.14 -0.07
C 0.73 -0.70 0.32
C 0.96 0.69 -0.19
H 0.84 -0.91 1.41
H 1.09 -1.55 -0.19
H 1.20 1.28 0.66
H 1.27 0.80 -1.26
```

Summary:
SMILES = O=[N+]1OC12CC2
Charge = +1
ΔE to the lowest compared entry with this formula, charge and spin = 7.246 eV
Orbital gap = 0.3682 Eh
Multiplicity = 1

---

C3H4NO2S | wB97M-V/def2-TZVPD

Geometry as XYZ:
```
11
Properties=species:S:1:pos:R:3
H 0.48 -0.42 1.49
N 1.49 -0.22 1.61
C 2.05 0.09 0.53
O 1.32 0.32 -0.56
C -0.10 0.13 -0.55
C 3.71 0.43 0.14
O 4.17 1.45 0.59
S 4.18 -0.73 -0.91
H -0.47 -0.57 0.25
H -0.36 -0.24 -1.57
H -0.50 1.14 -0.36
```

Summary:
SMILES = [H]/N=C(\OC)C([O-])=S
Charge = -1
ΔE to the lowest compared entry with this formula, charge and spin = 1.058 eV
Orbital gap = 0.2560 Eh
Multiplicity = 1

---

C3H4NO2S | wB97M-V/def2-TZVPD

Geometry as XYZ:
```
11
Properties=species:S:1:pos:R:3
O 2.40 0.00 -1.31
S 1.41 0.05 -0.25
O 2.07 0.09 1.07
C -0.13 1.10 -0.69
C -1.12 0.26 0.06
C -0.70 -1.15 0.11
N 0.56 -1.42 -0.12
H 0.14 2.04 -0.13
H -2.03 0.48 -0.48
H -1.26 0.54 1.14
H -1.34 -1.99 0.61
```

Summary:
SMILES = O=[S@@]1([O-])=CCC=N1
Charge = -1
ΔE to the lowest compared entry with this formula, charge and spin = 2.780 eV
Orbital gap = 0.2686 Eh
Multiplicity = 1

---

Largest force on an atom, record by record: 4.58; 4.02; 3.83; 3.20; 4.47; 5.88; 3.78; 3.68 eV Å⁻¹